Below is an isolated molecule of C4H9NO, with properties calculated with ωB97M-V with the def2-TZVPD basis set.

Cartesian coordinates (Å):
C1 0.3473 0.0041 -1.7073
C2 -0.5306 1.0619 -0.9997
N1 -0.9596 0.3856 0.2035
C3 -0.1232 0.4936 1.1439
C4 0.3030 -0.7949 1.7733
O1 -0.4123 -1.8740 1.2534
H1 1.3628 -0.0363 -1.2870
H2 -0.0807 -0.9945 -1.5584
H3 0.4246 0.1973 -2.7780
H4 0.0711 1.9628 -0.7924
H5 -1.4028 1.3195 -1.5898
H6 0.4936 1.3925 1.2925
H7 0.2961 -0.7811 2.8627
H8 1.3615 -0.8440 1.4396
H9 -1.0790 -1.4661 0.6659

- Electronic energy: -7829.907 eV
- Strongest force on any atom: 0.0152 Eh/bohr
- Frontier orbital gap: 10.577 eV
- Relative energy (zero: lowest compared OMol25 entry of this formula, charge and spin): 232.83 kJ/mol
- Spin multiplicity: 1

=====

Below is a cluster of 2 separate species, C52H64N3O3 in total at a distorted geometry, with properties calculated with ωB97M-V with the def2-TZVPD basis set.

Cartesian coordinates (Å):
C1 2.4321 1.2181 -1.5485
C2 3.7198 0.4308 -1.4634
C3 3.6430 -0.7032 -2.4990
C4 4.9121 1.3091 -1.8102
C5 3.8641 -0.1612 -0.0252
C6 3.3711 -1.4570 0.1889
C7 4.0860 -2.3023 1.0327
C8 5.1148 -1.7472 1.7904
C9 5.1698 -0.3695 2.0376
C10 5.9362 0.0407 3.3465
C11 5.2775 1.1974 4.0839
C12 7.4058 0.3162 3.0243
C13 5.9325 -1.1164 4.3611
C14 4.5009 0.4667 1.0858
N1 4.3594 1.8869 1.2814
C15 5.4808 2.8155 1.2309
C16 4.8981 4.1160 1.7015
N2 3.4409 3.9108 1.6613
C17 2.6255 5.1125 1.7925
C18 2.5239 6.0131 0.6820
C19 3.0622 5.8731 -0.7833
C20 2.0804 6.5185 -1.7830
C21 3.1926 4.4422 -1.2446
C22 4.4067 6.5988 -0.8899
C23 1.9302 7.2568 0.8911
C24 1.1599 7.5184 2.0123
C25 1.3035 6.6759 3.1047
C26 2.1588 5.5698 3.0701
C27 2.6717 5.1219 4.4815
C28 1.7114 5.5060 5.6204
C29 3.9931 5.8586 4.7426
C30 2.8047 3.6203 4.5854
C31 3.1595 2.5514 1.4878
C32 1.9595 1.8134 1.5637
C33 0.6864 2.4477 1.8305
C34 0.1627 3.4258 0.9366
C35 -0.8165 4.3002 1.3600
C36 -1.2786 4.1779 2.6915
N3 -1.6886 5.3599 3.3724
O1 -1.7635 5.3124 4.6279
O2 -1.8776 6.4166 2.7206
C37 -1.0349 3.0136 3.4503
C38 -0.0568 2.1433 3.0113
H1 2.3606 1.9409 -0.7302
H2 2.3511 1.7455 -2.5101
H3 1.5812 0.5428 -1.4376
H4 4.5143 -1.3664 -2.4102
H5 2.7301 -1.3029 -2.3980
H6 3.6415 -0.2889 -3.5163
H7 5.8494 0.7629 -1.6502
H8 4.8646 1.6237 -2.8613
H9 4.9135 2.2107 -1.1979
H10 2.5000 -1.8277 -0.3606
H11 3.8824 -3.3754 1.0563
H12 5.8169 -2.4264 2.2791
H13 4.2142 0.9865 4.2589
H14 5.7545 1.3296 5.0659
H15 5.3807 2.1468 3.5596
H16 7.8689 -0.5980 2.6264
H17 7.5404 1.1065 2.2790
H18 7.9449 0.6060 3.9378
H19 6.5323 -1.9693 4.0272
H20 6.3708 -0.7799 5.3096
H21 4.9132 -1.4569 4.5726
H22 6.3126 2.4569 1.8453
H23 5.8864 2.9041 0.2105
H24 5.2064 4.3479 2.7339
H25 5.1907 4.9762 1.0815
H26 2.0848 7.6135 -1.7554
H27 2.3507 6.2267 -2.8072
H28 1.0550 6.1690 -1.6037
H29 3.8550 3.8643 -0.6037
H30 2.2101 3.9614 -1.2758
H31 3.6073 4.4139 -2.2629
H32 5.1986 6.0824 -0.3355
H33 4.7257 6.6559 -1.9397
H34 4.3357 7.6216 -0.4980
H35 2.0340 8.0418 0.1428
H36 0.4741 8.3629 2.0436
H37 0.8120 6.9733 4.0290
H38 0.6985 5.1244 5.4403
H39 2.0724 5.0595 6.5568
H40 1.6640 6.5898 5.7857
H41 4.7200 5.7079 3.9388
H42 3.8064 6.9388 4.8109
H43 4.4412 5.5238 5.6857
H44 3.5428 3.2312 3.8888
H45 3.1074 3.3452 5.6045
H46 1.8398 3.1468 4.3688
H47 2.0590 0.7307 1.5604
H48 0.5622 3.4955 -0.0742
H49 -1.1734 5.1230 0.7438
H50 -1.5695 2.8828 4.3894
H51 0.2050 1.2553 3.5941
C39 -6.1080 -5.6814 1.1503
O3 -4.7719 -5.6227 1.6953
C40 -4.0373 -4.4899 1.5512
C41 -2.7427 -4.4861 2.1395
C42 -1.8565 -3.4687 1.8753
C43 -2.1786 -2.4350 0.9454
C44 -1.1847 -1.5838 0.3219
C45 -1.1178 -1.6251 -1.0963
C46 -0.5240 -0.5649 -1.8327
C47 -0.2808 -0.6968 -3.1958
C48 -0.7657 -1.8089 -3.9084
C49 -1.4691 -2.8093 -3.2306
C50 -1.6214 -2.7496 -1.8521
C51 -3.5421 -2.3860 0.4938
C52 -4.4588 -3.3658 0.7911
H52 -6.5598 -6.5444 1.6442
H53 -6.6872 -4.7725 1.3691
H54 -6.0817 -5.8516 0.0629
H55 -2.4744 -5.3509 2.7518
H56 -0.8565 -3.4880 2.3161
H57 -0.4811 -0.9798 0.8867
H58 -0.3116 0.3623 -1.2965
H59 0.3015 0.0586 -3.7195
H60 -0.5977 -1.9053 -4.9796
H61 -1.8796 -3.6680 -3.7728
H62 -2.1156 -3.5757 -1.3218
H63 -3.8586 -1.5567 -0.1455
H64 -5.4740 -3.3342 0.3859

- Total charge: +1
- Electronic energy: -65562.694 eV
- Strongest force on any atom: 0.0587 Eh/bohr
- Frontier orbital gap: 3.490 eV
- Relative energy (zero: lowest compared OMol25 entry of this formula, charge and spin): 197.43 kJ/mol
- Spin multiplicity: 1

=====

Below is a structure of composition C2H3N3O2 at a distorted geometry, with properties calculated with ωB97M-V with the def2-TZVPD basis set.

Cartesian coordinates (Å):
N1 -0.4798 -0.5481 -0.3818
C1 0.9168 -0.4660 0.0962
N2 1.5556 0.7181 -0.1029
N3 -0.9661 0.5781 0.4017
C2 -2.0808 0.0903 0.3284
O1 1.5140 -1.5103 0.2518
O2 -3.2498 -0.0313 0.2312
H1 -0.8460 -1.1014 -1.1513
H2 2.5447 0.7175 0.1035
H3 1.0914 1.5531 0.2232

- Electronic energy: -10684.855 eV
- Strongest force on any atom: 0.1184 Eh/bohr
- Frontier orbital gap: 9.758 eV
- Relative energy (zero: lowest compared OMol25 entry of this formula, charge and spin): 347.52 kJ/mol
- Spin multiplicity: 1

=====

Below is a cluster of 2 separate species, ClH3N2OS in total at a distorted geometry, with properties calculated with ωB97M-V with the def2-TZVPD basis set.

Cartesian coordinates (Å):
N1 -1.3560 -0.3141 0.4534
N2 -1.0254 1.1929 -1.6188
O1 -0.8475 2.1933 0.7597
S1 -1.0049 1.0770 -0.1081
Cl1 3.3359 -2.0351 1.2113
H1 -1.4334 -0.9062 -0.3669
H2 -0.7263 2.0240 -1.9986
H3 3.0576 -3.2318 1.6681

- Electronic energy: -28431.583 eV
- Strongest force on any atom: 0.0613 Eh/bohr
- Frontier orbital gap (alpha / beta): 10.718 / 10.718 eV
- Relative energy (zero: lowest compared OMol25 entry of this formula, charge and spin): 93.38 kJ/mol
- Spin multiplicity: 1

=====

Below is a structure of composition C21H19N8O4PtS, with properties calculated with ωB97M-V with the def2-TZVPD basis set.

Cartesian coordinates (Å):
Pt1 0.1175 -1.0707 0.7638
C1 4.8126 2.9907 0.1294
C2 3.4378 2.9178 -0.0406
C3 2.7534 1.7476 0.2540
C4 3.4465 0.6409 0.7239
C5 4.8318 0.7071 0.8869
C6 5.5081 1.8773 0.5942
N1 2.6649 -0.5036 1.0088
N2 3.2503 -1.5136 1.3930
C7 2.4229 -2.6415 1.6518
C8 3.1172 -3.7729 2.0759
C9 2.4493 -4.9528 2.3444
C10 1.0689 -5.0006 2.2076
C11 0.3651 -3.8739 1.7971
C12 1.0120 -2.6767 1.4985
H1 5.3428 3.9090 -0.0906
H2 2.8916 3.7811 -0.3997
H3 1.6768 1.6685 0.1285
H4 5.3507 -0.1690 1.2526
H5 6.5812 1.9293 0.7344
H6 4.1931 -3.6946 2.1874
H7 2.9995 -5.8293 2.6653
H8 0.5338 -5.9180 2.4255
H9 -0.7139 -3.9219 1.7186
O1 -1.6970 0.8328 4.1259
C13 -1.1204 0.1719 3.3076
N3 -0.5422 -0.5347 2.5617
N4 2.2637 -1.3481 -4.0500
N5 1.4256 -1.6671 -2.9976
N6 0.5249 -2.6192 -3.0784
C14 0.0234 -2.6011 -1.8553
N7 0.6370 -1.6825 -1.0959
N8 1.5355 -1.0884 -1.8474
H10 1.6877 -1.1638 -4.8626
H11 2.7745 -0.5198 -3.7687
H12 -0.7844 -3.2192 -1.5124
C15 -6.6846 3.8354 -0.3029
C16 -5.4615 2.9822 -0.5218
C17 -5.5453 1.5952 -0.4973
C18 -4.4188 0.8082 -0.7020
C19 -3.1928 1.4098 -0.9423
C20 -3.0927 2.7943 -0.9601
C21 -4.2201 3.5694 -0.7526
S1 -1.7406 0.3867 -1.1228
O2 -1.2255 0.5840 -2.4674
O3 -2.2379 -0.9548 -0.8866
O4 -0.7935 0.8694 -0.0776
H13 -7.5055 3.2421 0.0991
H14 -7.0218 4.2781 -1.2436
H15 -6.4754 4.6531 0.3883
H16 -6.4994 1.1199 -0.2984
H17 -4.4607 -0.2708 -0.6668
H18 -2.1273 3.2553 -1.1279
H19 -4.1392 4.6512 -0.7547

- Total charge: -1
- Electronic energy: -56278.163 eV
- Strongest force on any atom: 0.0173 Eh/bohr
- Frontier orbital gap: 6.582 eV
- Relative energy (zero: lowest compared OMol25 entry of this formula, charge and spin): 42.88 kJ/mol
- Spin multiplicity: 1

=====

Below is an isolated molecule of C5H8O, with properties calculated with ωB97M-V with the def2-TZVPD basis set.

Cartesian coordinates (Å):
O1 -0.6137 2.4275 -0.4768
C1 -0.3213 1.3065 -0.1369
C2 -1.2892 0.1909 0.2271
C3 -0.5390 -1.0694 -0.2081
C4 0.9352 -0.7699 0.1429
C5 1.0995 0.7493 -0.0449
H1 -1.4079 0.2040 1.3207
H2 -2.2712 0.3457 -0.2248
H3 -0.9061 -1.9809 0.2722
H4 -0.6497 -1.2021 -1.2916
H5 1.6266 -1.3497 -0.4754
H6 1.1268 -1.0462 1.1858
H7 1.6110 1.2327 0.7951
H8 1.6491 1.0288 -0.9492

- Electronic energy: -7362.223 eV
- Strongest force on any atom: 0.0086 Eh/bohr
- Frontier orbital gap: 10.390 eV
- Relative energy (zero: lowest compared OMol25 entry of this formula, charge and spin): 3.13 kJ/mol
- Spin multiplicity: 1